No. 1
DFT (ωB97M-V/def2-TZVPD) results for a molecular structure, C26H45F6N6O9S2V.

Calculated values
Frontier orbital gap (alpha / beta) in eV: 3.8 / 5.2
2S+1: 3
LUMO level (alpha / beta) in eV: -4.1 / -2.7

Atoms and positions in Å:
V 0.801 -3.573 0.296
N 1.587 -3.967 3.531
O 1.072 -3.514 4.563
O 1.185 -3.483 2.374
O 2.461 -4.812 3.525
C -2.773 -3.707 2.764
F -1.747 -3.340 3.550
F -3.610 -4.456 3.460
F -3.410 -2.652 2.323
S -2.151 -4.696 1.346
O -1.103 -3.770 0.795
O -1.583 -5.895 1.872
O -3.273 -4.842 0.455
C -0.844 0.263 1.963
F 0.113 1.123 2.262
F -0.846 -0.701 2.853
F -2.016 0.868 1.978
S -0.508 -0.481 0.312
O 0.107 0.569 -0.470
O 0.456 -1.572 0.518
O -1.764 -0.939 -0.192
N 3.345 -1.520 4.083
C 4.458 -2.103 3.564
C 4.657 -1.638 2.284
C 3.530 -0.808 2.004
C 2.745 -0.746 3.118
H 2.964 -1.791 4.970
H 5.055 -2.812 4.113
H 5.476 -1.891 1.637
H 3.377 -0.231 1.103
H 1.842 -0.207 3.312
N 2.164 2.378 -0.388
C 2.584 2.923 0.778
C 3.728 3.702 0.557
C 4.035 3.549 -0.811
C 3.053 2.735 -1.382
H 1.366 1.752 -0.546
H 2.035 2.699 1.680
H 4.364 4.149 1.299
H 4.805 4.099 -1.327
H 2.868 2.401 -2.389
N -4.754 -1.565 -0.598
C -5.228 -0.529 -1.373
C -6.419 -0.955 -1.935
C -6.641 -2.282 -1.487
C -5.579 -2.659 -0.698
H -3.820 -1.484 -0.236
H -4.646 0.374 -1.282
H -7.046 -0.360 -2.574
H -7.474 -2.946 -1.660
H -5.320 -3.589 -0.225
C -1.674 3.697 -1.102
C -1.346 4.472 0.161
N -0.895 5.834 -0.137
C 0.493 5.748 -0.637
C 1.081 7.076 -1.140
C -0.881 6.592 1.116
C -2.298 6.893 1.632
H -1.624 2.614 -0.926
H -1.007 3.856 -1.946
H -2.694 3.817 -1.475
H -2.220 4.519 0.807
H -0.544 3.960 0.727
H 0.507 5.084 -1.500
H 1.164 5.327 0.139
H 0.504 7.363 -2.018
H 2.132 6.912 -1.392
H 1.116 7.875 -0.404
H -0.424 5.971 1.915
H -0.280 7.484 1.027
H -3.018 6.947 0.820
H -2.586 6.195 2.414
H -2.264 7.870 2.124
C 1.746 -4.293 -4.055
C 1.822 -4.262 -2.541
N 1.041 -3.214 -1.844
C -0.419 -3.381 -2.204
C -1.021 -4.770 -2.086
C 1.405 -1.853 -2.289
C 2.764 -1.379 -1.746
H 0.698 -4.248 -4.355
H 2.159 -5.212 -4.454
H 2.211 -3.424 -4.518
H 1.513 -5.268 -2.240
H 2.865 -4.223 -2.215
H -0.945 -2.714 -1.509
H -0.633 -2.938 -3.178
H -0.555 -5.350 -1.286
H -2.091 -4.717 -1.919
H -0.850 -5.273 -3.039
H 0.643 -1.128 -2.023
H 1.437 -1.823 -3.382
H 3.143 -0.597 -2.411
H 3.498 -2.181 -1.811
H 2.654 -0.925 -0.767


No. 2
DFT (ωB97M-V/def2-TZVPD) results for a molecular structure, C18H21CdCl2F5N5S.

Calculated values
Total charge: -1
Frontier orbital gap (alpha / beta) in eV: 4.2 / 4.1
LUMO level (alpha / beta) in eV: 1.9 / 1.8
Energy relative to the best compared isomer or geometry (same formula, charge and spin) in eV: 29.7279

Atoms and positions in Å:
Cd 0.337 -1.212 2.541
Cl 5.103 -0.372 1.587
C 4.114 -0.834 0.229
C 4.657 -0.779 -1.034
C 3.881 -1.035 -2.163
C 2.537 -1.367 -1.976
C 2.058 -1.472 -0.702
Cl -0.993 -2.085 0.057
C 2.720 -1.173 0.529
N 2.340 -1.145 1.786
H 5.701 -0.512 -1.142
H 4.305 -0.991 -3.158
H 1.877 -1.563 -2.817
S -3.072 -0.906 -1.167
C -3.035 -2.675 -1.556
N -3.766 -3.420 -0.718
C -3.451 -4.708 -0.686
C -2.518 -5.265 -1.556
C -2.055 -4.430 -2.555
N -2.314 -3.120 -2.575
H -1.807 -2.629 -0.528
H -3.964 -5.294 0.068
H -2.208 -6.295 -1.478
H -1.422 -4.781 -3.361
C 1.403 2.654 -0.879
C 1.480 3.355 0.477
N 0.200 3.421 1.176
C -0.431 4.724 1.254
C -1.054 5.174 -0.068
C -0.340 2.286 1.715
C -1.713 2.356 2.325
N 0.262 1.155 1.746
H 2.388 2.664 -1.346
H 0.695 3.156 -1.538
H 1.089 1.616 -0.775
H 1.827 4.380 0.338
H 2.216 2.848 1.109
H 0.327 5.452 1.562
H -1.196 4.707 2.027
H -0.285 5.371 -0.815
H -1.624 6.091 0.087
H -1.720 4.404 -0.455
H -2.445 2.673 1.581
H -1.742 3.030 3.182
H -1.979 1.359 2.663
H 1.194 1.153 1.336
F 0.005 -1.141 0.170
C -2.072 -1.283 0.322
F -2.586 -0.670 1.428
C -0.978 -2.981 1.139
F 0.059 -3.840 1.508
F -0.150 -2.739 -1.044
F -1.853 -3.316 2.151


No. 3
DFT (ωB97M-V/def2-TZVPD) results for 2 unconnected molecules or ions with the total composition C2H8N3.

Calculated values
Total charge: +1
Frontier orbital gap in eV: 11.8
LUMO level in eV: -3.3
Energy relative to the best compared isomer or geometry (same formula, charge and spin) in eV: 1.5302

Atoms and positions in Å:
C -1.932 -0.585 1.498
C 1.374 0.650 -1.268
N -0.974 -1.071 0.800
N 1.303 1.388 -0.166
N 0.610 -0.398 -1.337
H -2.207 0.469 1.258
H -2.555 -1.141 2.227
H 2.175 0.817 -2.023
H 0.627 1.135 0.623
H 1.781 2.265 -0.077
H 0.093 -0.495 -0.440
H 0.502 -0.980 -2.232
H -0.797 -2.056 1.138